144
Properties=species:S:1:pos:R:3:lowdin_charge:R:1 method="wB97M-V/def2-TZVPD" lumo_ha=-0.1579 charge=+1 homo_ev=-11.22 homo_lumo_gap_ev=6.92 e_above_lowest_kcal_mol=0.00 mol_weight_g_mol=1041.0
P -2.022 -1.773 2.866 0.49
P 8.925 1.630 -4.438 0.48
P -8.438 0.669 5.654 0.48
P -2.689 0.100 -6.155 0.61
F -2.855 2.281 4.083 0.17
F 1.218 -1.906 2.342 0.00
F -0.796 4.015 5.069 0.09
F -2.089 2.770 2.091 0.16
O 8.924 2.062 -5.993 -0.19
O -2.418 -0.890 -7.437 -0.22
O -1.352 -1.142 1.566 -0.25
O 7.377 1.914 -4.036 -0.19
O 9.120 0.169 -4.449 -0.23
O 9.590 3.012 -4.021 -0.16
O -8.420 -0.147 4.256 -0.19
O -3.840 -0.737 -5.334 -0.22
O -9.609 -0.107 6.454 -0.20
O -1.655 -0.739 -5.193 -0.21
O -3.579 1.126 -6.770 -0.23
O 3.605 0.407 1.904 -0.04
O -3.356 -1.182 3.067 -0.26
O -2.194 -3.352 2.751 -0.17
O -8.987 2.011 5.392 -0.23
O -7.319 -0.125 6.462 -0.16
N 3.400 -0.603 4.735 0.18
C 2.094 -1.237 4.488 -0.15
C 2.340 0.956 2.219 -0.12
C 1.981 -2.336 3.423 -0.29
C -11.911 0.496 5.981 -0.07
C 3.880 -1.638 -1.750 -0.07
C 4.640 -1.210 0.509 -0.05
C 9.919 3.461 -1.639 -0.07
C -1.021 -1.313 4.318 -0.15
C 2.872 0.081 -0.400 -0.01
C 2.958 -0.622 -1.592 -0.06
C -1.446 -1.006 -0.839 -0.05
C 0.747 -0.516 -5.605 -0.07
C -10.755 0.585 6.955 -0.28
C 3.690 -0.225 0.678 -0.27
C -0.751 3.332 3.906 -0.23
C -6.732 0.575 2.635 -0.07
C -0.474 -1.417 -5.614 -0.27
C -4.992 0.252 5.810 -0.08
C 0.580 3.144 3.250 -0.10
C -2.263 -0.898 0.454 -0.22
C -0.688 -0.145 -8.996 -0.07
C 8.112 0.463 -7.628 -0.08
C -6.141 -0.570 -6.082 -0.07
C -1.223 -4.101 1.997 -0.27
C 9.317 1.151 -7.023 -0.28
C -1.876 2.825 3.396 -0.32
C -5.118 -0.168 -5.041 -0.30
C 9.208 3.842 -2.923 -0.26
C -8.201 0.505 3.006 -0.27
C 4.736 -1.900 -0.685 -0.07
C 6.799 1.470 -1.699 -0.07
C -0.257 0.005 4.090 -0.14
C 3.446 0.619 4.352 0.11
C 6.674 1.055 -3.149 -0.28
C -1.927 -4.834 0.847 -0.05
C 1.621 2.491 4.195 -0.08
C 1.232 0.033 4.458 -0.18
C -6.151 -0.718 5.893 -0.25
C -2.164 -0.380 -8.744 -0.28
C 2.136 1.106 3.750 -0.28
C 3.294 -2.928 2.906 0.01
H -0.439 -3.478 1.568 0.09
H 7.832 1.380 -1.357 0.07
H 6.172 0.828 -1.077 0.06
H 1.418 -3.154 3.871 0.14
H -11.617 0.838 4.989 0.07
H 3.947 -2.224 -2.655 0.11
H 2.487 3.151 4.290 0.13
H -11.025 0.099 7.894 0.12
H -1.773 -1.157 5.089 0.10
H 8.423 -0.296 -8.346 0.08
H 4.212 -1.022 5.172 0.19
H -5.797 -0.328 -7.087 0.07
H -0.367 0.361 3.066 0.10
H 0.413 2.620 2.312 0.11
H 5.472 -2.689 -0.769 0.12
H 5.622 1.116 -3.434 0.12
H -6.183 1.194 3.347 0.06
H 10.039 0.427 -6.647 0.11
H 9.824 1.746 -7.784 0.12
H -1.883 -4.246 -0.070 0.07
H 5.331 -1.474 1.299 0.12
H 7.476 1.187 -8.139 0.08
H 1.491 0.423 1.786 0.13
H -5.886 -1.536 6.565 0.12
H 9.799 2.398 -1.420 0.06
H 9.531 4.042 -0.802 0.08
H 4.312 1.266 4.432 0.18
H 6.980 0.013 -3.258 0.11
H 8.126 3.874 -2.802 0.10
H -2.539 -1.131 -9.440 0.12
H 4.192 -2.426 3.253 0.07
H -4.653 0.530 6.811 0.08
H 10.988 3.652 -1.725 0.08
H 0.966 4.131 2.972 0.13
H -3.064 -1.632 0.491 0.11
H -2.727 0.535 -8.930 0.11
H -12.246 -0.537 5.880 0.08
H -0.731 -4.852 2.617 0.12
H -0.107 -1.052 -8.824 0.08
H -0.410 -2.152 4.656 0.09
H -6.273 -0.414 2.627 0.07
H -6.313 -1.647 -6.050 0.08
H -0.302 0.635 -8.334 0.07
H -1.491 -5.813 0.664 0.08
H -0.406 -1.192 -0.561 0.07
H -1.758 -1.875 -1.417 0.07
H 1.251 0.318 5.514 0.15
H 1.786 -1.749 5.403 0.17
H -5.052 0.916 -4.951 0.10
H -0.527 0.177 -10.025 0.08
H -8.738 -0.083 2.260 0.12
H -8.639 1.504 2.999 0.11
H -0.612 -1.909 -6.572 0.10
H 0.991 -0.214 -4.585 0.06
H 1.609 -1.035 -6.026 0.08
H -2.975 -4.937 1.125 0.09
H 3.356 -3.973 3.211 0.09
H 2.132 0.865 -0.297 0.12
H -5.281 1.173 5.304 0.06
H -4.161 -0.205 5.271 0.05
H -12.751 1.102 6.324 0.08
H -5.414 -0.555 -4.064 0.11
H 6.487 2.504 -1.543 0.08
H -0.728 0.756 4.722 0.12
H 3.238 -2.946 1.821 0.09
H 2.261 -0.382 -2.384 0.10
H -6.362 -1.181 4.931 0.11
H -7.090 -0.060 -5.907 0.08
H 9.508 4.850 -3.210 0.13
H -6.616 1.017 1.644 0.08
H -0.332 -2.215 -4.881 0.12
H -1.485 -0.110 -1.453 0.07
H -2.705 0.094 0.522 0.12
H 0.569 0.396 -6.176 0.07
H 1.195 2.442 5.198 0.13
H 7.504 -0.014 -6.858 0.07
H -10.514 1.621 7.187 0.10
H 2.308 1.967 1.801 0.14